C24H26AsO3RuS6 as an isolated structure. Source: OMol25; level of theory: ωB97M-V with the def2-TZVPD basis set.

Computed properties:
* spin multiplicity: 2
* electronic energy: -159884.5013 eV
* energy relative to the best compared isomer or geometry (same formula, charge and spin): 20.4 kcal/mol

Each line ends with the Mulliken charge.
Positions of all 61 atoms, in Å:
Ru 0.577 0.413 -0.721  0.245
C 2.459 -0.193 -3.826  -0.283
C 3.191 -1.152 -2.870  -1.079
S 2.883 -1.086 -1.073  0.249
C 4.340 -0.212 -0.489  -0.987
C 4.469 1.204 -1.047  -0.612
S 2.970 2.114 -0.672  0.065
C 2.846 3.243 -2.087  -0.782
C 2.276 2.630 -3.359  0.042
S 3.272 1.382 -4.223  -0.210
H 1.446 0.012 -3.483  0.027
H 2.364 -0.710 -4.782  0.463
H 4.271 -1.057 -2.998  0.553
H 2.920 -2.174 -3.138  0.518
H 5.227 -0.796 -0.742  0.433
H 4.243 -0.217 0.599  0.435
H 4.636 1.173 -2.119  0.215
H 5.317 1.703 -0.572  0.504
H 3.833 3.682 -2.249  0.467
H 2.177 4.039 -1.754  0.403
H 2.085 3.429 -4.078  0.481
H 1.313 2.177 -3.134  -0.342
S 0.107 -1.504 -1.761  -0.489
C -1.310 -2.319 -1.142  0.657
C -1.701 -3.527 -1.739  -0.776
C -2.800 -4.202 -1.254  -0.578
C -3.528 -3.703 -0.169  -0.750
C -3.141 -2.518 0.423  -0.392
C -2.015 -1.847 -0.060  -0.288
As -1.348 -0.212 0.607  1.321
C -0.257 -0.731 2.139  0.649
C -0.011 0.141 3.193  -0.089
C 0.854 -0.240 4.209  -0.830
C 1.485 -1.477 4.168  -0.512
C 1.258 -2.336 3.102  -0.770
C 0.389 -1.962 2.085  -0.621
C -2.921 0.631 1.277  0.304
C -3.770 1.280 0.386  -0.104
C -4.963 1.806 0.846  -0.771
C -5.304 1.688 2.189  -0.495
C -4.457 1.033 3.066  -0.838
C -3.254 0.496 2.615  -0.206
H -1.142 -3.913 -2.583  0.471
H -3.105 -5.126 -1.730  0.371
H -4.388 -4.241 0.205  0.405
H -3.699 -2.122 1.262  0.476
H -0.463 1.125 3.213  0.551
H 1.045 0.440 5.030  0.411
H 2.156 -1.768 4.965  0.408
H 1.752 -3.298 3.058  0.432
H 0.218 -2.633 1.252  0.340
H -3.493 1.397 -0.654  0.383
H -5.622 2.320 0.159  0.402
H -6.233 2.111 2.551  0.386
H -4.723 0.934 4.111  0.420
H -2.606 -0.023 3.306  0.479
O 0.165 4.371 -0.041  -0.675
S -0.437 3.098 0.249  1.221
O 0.555 2.068 0.751  -0.555
O -1.619 3.134 1.069  -0.550
S -0.792 2.027 -1.537  -0.602

A 12-piece molecular cluster, C52H68N12O4 overall. Source: OMol25; level of theory: ωB97M-V with the def2-TZVPD basis set.

Computed properties:
* electronic energy: -81096.7011 eV
* energy relative to the best compared isomer or geometry (same formula, charge and spin): 4.3 kcal/mol

Each line ends with the Mulliken charge.
Positions of all 136 atoms, in Å:
C 5.793 -1.554 26.503  -0.580
N 6.792 -1.306 25.483  -0.176
C 7.087 -2.197 24.445  0.566
C 8.005 -1.573 23.430  -0.973
O 6.724 -3.338 24.435  -0.550
H 5.163 -0.681 26.690  0.358
H 6.287 -1.828 27.501  0.228
H 5.121 -2.318 26.173  0.023
H 7.012 -0.388 25.216  0.234
H 7.581 -1.699 22.464  0.226
H 9.028 -2.013 23.494  0.223
H 8.172 -0.494 23.563  0.400
C 9.032 -11.946 23.151  -0.636
N 8.482 -11.509 21.925  -0.045
C 7.719 -12.279 21.124  0.777
C 7.354 -11.650 19.795  -0.643
O 7.374 -13.437 21.496  -0.703
H 10.114 -11.727 23.218  0.288
H 8.901 -12.993 23.239  0.465
H 8.556 -11.323 23.966  -0.126
H 8.403 -10.473 21.703  0.219
H 6.610 -10.908 20.046  -0.145
H 6.834 -12.398 19.178  0.353
H 8.208 -11.212 19.247  0.338
C -0.532 -4.905 23.219  -1.056
N -0.437 -5.800 22.086  0.064
C -0.008 -5.308 20.878  0.710
C -0.131 -6.329 19.774  -0.314
O 0.500 -4.185 20.780  -0.746
H -1.060 -4.024 22.860  0.421
H 0.416 -4.407 23.552  0.169
H -1.120 -5.354 24.000  0.428
H -0.651 -6.736 22.152  0.367
H -0.219 -7.317 20.139  0.004
H 0.808 -6.193 19.133  -0.158
H -1.041 -6.091 19.235  0.388
C 2.586 -3.816 16.987  -1.057
N 2.602 -4.216 18.409  0.000
C 3.732 -3.902 19.115  0.379
C 3.571 -3.945 20.593  0.107
O 4.807 -3.546 18.597  -0.756
H 3.118 -2.845 16.923  0.311
H 1.584 -3.959 16.629  0.399
H 3.224 -4.478 16.348  0.284
H 1.721 -4.081 18.927  0.212
H 2.676 -4.493 20.881  -0.178
H 3.528 -2.976 21.012  0.363
H 4.475 -4.382 20.972  -0.069
C 5.438 -6.142 27.201  -0.024
C 4.280 -6.886 27.141  -0.365
C 4.213 -8.038 27.891  -0.357
N 5.124 -8.497 28.679  -0.618
C 6.218 -7.779 28.784  -0.632
C 6.425 -6.587 28.091  -0.485
H 5.540 -5.276 26.540  0.637
H 3.429 -6.594 26.543  0.670
H 3.293 -8.578 27.942  0.471
H 7.033 -8.110 29.449  0.315
H 7.276 -5.937 28.249  0.443
C 5.520 -12.572 25.078  -0.481
C 5.370 -12.940 23.698  -0.731
C 4.625 -12.055 22.880  -0.300
N 4.220 -10.861 23.230  0.328
C 4.478 -10.517 24.497  -0.278
C 5.068 -11.333 25.444  -0.638
H 6.021 -13.211 25.786  0.425
H 5.864 -13.848 23.352  0.453
H 4.409 -12.490 21.924  0.462
H 4.171 -9.503 24.760  0.366
H 5.179 -10.879 26.454  0.397
C -0.155 -11.546 23.092  -0.372
C 0.774 -10.790 22.403  -0.645
C 0.414 -9.425 22.111  -0.441
N -0.826 -8.938 22.303  -0.217
C -1.702 -9.795 22.835  -0.429
C -1.424 -11.089 23.267  -0.455
H 0.122 -12.480 23.523  0.439
H 1.768 -11.119 22.180  0.460
H 1.235 -8.762 21.790  0.612
H -2.692 -9.398 22.878  0.441
H -2.184 -11.721 23.729  0.378
C 4.605 -7.257 18.577  -0.534
C 5.264 -7.855 19.646  -0.397
C 4.546 -8.646 20.514  -0.757
N 3.206 -8.816 20.328  -0.152
C 2.633 -8.138 19.327  -0.575
C 3.276 -7.396 18.365  -0.928
H 5.224 -6.755 17.886  0.410
H 6.375 -7.789 19.652  0.330
H 4.974 -9.139 21.335  1.096
H 1.571 -8.334 19.205  0.834
H 2.725 -6.904 17.606  0.577
C 9.714 -9.299 25.878  0.397
C 9.152 -9.310 27.159  -0.422
C 9.603 -8.300 28.011  -0.386
N 10.525 -7.379 27.750  -0.598
C 11.070 -7.452 26.523  -0.564
C 10.660 -8.337 25.575  -0.140
H 9.442 -10.087 25.202  0.192
H 8.513 -10.080 27.475  0.534
H 9.199 -8.295 29.079  0.323
H 11.809 -6.662 26.334  0.361
H 11.094 -8.478 24.564  0.342
C 6.757 -6.246 23.410  -0.832
C 7.575 -6.033 22.261  -0.014
C 8.186 -7.092 21.612  -1.738
N 8.017 -8.400 21.950  -0.141
C 7.273 -8.599 23.039  -0.576
C 6.611 -7.612 23.721  0.188
H 6.343 -5.574 24.092  1.224
H 7.672 -5.096 21.700  0.378
H 8.850 -6.903 20.826  0.745
H 7.080 -9.562 23.448  0.460
H 5.921 -7.837 24.503  0.338
C 9.612 -2.131 18.755  -0.258
C 8.310 -2.467 18.412  -0.364
C 7.927 -3.787 18.605  -0.347
N 8.837 -4.662 18.895  -0.412
C 10.121 -4.338 19.266  -0.174
C 10.522 -3.016 19.260  -0.585
H 9.908 -1.125 18.686  0.388
H 7.704 -1.581 18.099  0.327
H 6.997 -4.169 18.378  0.667
H 10.736 -5.236 19.456  0.380
H 11.490 -2.762 19.661  0.431
C 3.337 -5.748 23.777  0.552
C 2.772 -4.824 24.629  -0.659
C 1.698 -5.202 25.435  -1.153
N 1.078 -6.386 25.335  -0.388
C 1.612 -7.276 24.507  -1.281
C 2.698 -6.989 23.654  0.906
H 4.279 -5.693 23.229  0.368
H 3.139 -3.825 24.672  0.553
H 1.299 -4.446 26.130  0.160
H 1.026 -8.247 24.537  0.354
H 3.093 -7.734 22.956  0.341

One molecule with the formula C6H8N2O. Source: OMol25; level of theory: ωB97M-V with the def2-TZVPD basis set.

Computed properties:
* spin multiplicity: 3
* electronic energy: -11372.1265 eV
* energy relative to the best compared isomer or geometry (same formula, charge and spin): 56.7 kcal/mol

Each line ends with the Mulliken charge.
Positions of all 17 atoms, in Å:
C 2.005 -1.216 0.022  -0.898
C 2.689 -0.053 0.384  -0.294
C 0.717 -0.799 -0.247  0.520
C -0.316 1.272 -0.665  -0.664
C -1.489 -0.205 -0.580  0.171
C -2.202 -0.159 0.696  -1.113
N 1.906 0.992 0.296  -1.214
N 0.728 0.557 -0.115  0.993
O -0.489 -1.299 -0.593  -0.401
H 2.281 -2.172 0.237  0.407
H 3.661 0.091 0.692  0.545
H -0.003 1.579 -1.676  0.334
H -0.451 2.220 -0.178  0.284
H -1.987 -0.442 -1.504  0.404
H -2.707 -1.069 1.015  0.354
H -2.929 0.746 0.783  0.275
H -1.415 -0.044 1.433  0.297

- Which of these has the highest energy relative to the best compared isomer or geometry (same formula, charge and spin)?
  C6H8N2O